[1]
The following is a DFT calculation (ωB97M-V/def2-TZVPD) of a structure of composition C24H31N5O6PtSe2Te.

For the LUMO energy, the calculation gives 2.31 eV. The HOMO-LUMO gap is 0.0841 Eh. Its largest force on an atom is 4.6 eV/A. As for the net charge: -2.

Each line ends with the natural charge from an NBO analysis.
Geometry (Å):
1 Pt 0.3595 -1.0212 -0.6406  0.499
2 O 4.1949 -3.2685 -2.7029  -0.767
3 C 3.9934 -2.0399 -2.0492  -0.092
4 C 4.0146 -2.1599 -0.5140  -0.164
5 C 5.3251 -2.8696 -0.0948  -0.048
6 O 6.5088 -2.2171 -0.4930  -0.731
7 C 3.9603 -0.7606 0.0937  -0.553
8 Se 2.3544 0.2851 -0.3929  -0.210
9 C 2.8601 -3.0212 0.0268  -0.559
10 Se 1.2363 -3.1914 -1.1028  -0.190
11 H 3.3614 -3.7551 -2.5958  0.479
12 H 3.0306 -1.6026 -2.3458  0.228
13 H 4.7848 -1.3623 -2.3904  0.157
14 H 5.3084 -3.8849 -0.5187  0.160
15 H 5.3755 -2.9417 0.9949  0.171
16 H 6.5118 -2.2179 -1.4573  0.462
17 H 4.8184 -0.1594 -0.2281  0.221
18 H 3.9682 -0.8192 1.1863  0.211
19 H 2.5026 -2.6083 0.9713  0.231
20 H 3.1867 -4.0462 0.2142  0.194
21 C -1.2332 0.8160 1.0341  -0.119
22 N -0.9187 0.9081 -0.3978  -0.497
23 C -0.3591 2.2429 -0.6387  -0.104
24 N -1.2907 3.3028 -0.2702  -0.466
25 C -1.6029 3.1472 1.1477  -0.090
26 N -2.1835 1.8446 1.4329  -0.472
27 C -3.3911 1.6916 0.6354  -0.072
28 N -3.1267 1.8167 -0.7950  -0.483
29 C -2.1613 0.7903 -1.1679  -0.074
30 C -2.5207 3.1196 -1.0306  -0.072
31 H -0.3080 0.9494 1.6069  0.262
32 H -1.6515 -0.1661 1.2666  0.225
33 H -0.1086 2.3478 -1.6993  0.200
34 H 0.5555 2.3654 -0.0491  0.265
35 H -2.3153 3.9248 1.4462  0.175
36 H -0.6817 3.2667 1.7255  0.240
37 H -4.1043 2.4707 0.9264  0.180
38 H -3.8316 0.7098 0.8269  0.192
39 H -1.9274 0.9032 -2.2322  0.197
40 H -2.6043 -0.1965 -1.0055  0.224
41 H -3.2346 3.8985 -0.7417  0.181
42 H -2.2987 3.2246 -2.0988  0.187
43 O -1.0700 -2.3131 1.1616  -0.672
44 C -1.7490 -2.5390 0.1406  0.699
45 O -1.4431 -2.0418 -1.0042  -0.749
46 C -3.0088 -3.2978 0.2039  0.025
47 C -3.7517 -3.5468 -0.9625  -0.222
48 C -4.9888 -4.1271 -0.9023  -0.157
49 C -5.5400 -4.4963 0.3438  -0.013
50 C -4.7924 -4.2612 1.5185  -0.170
51 C -3.5570 -3.6751 1.4398  -0.205
52 N -6.7892 -5.0791 0.3958  0.496
53 O -7.4364 -5.2458 -0.6766  -0.414
54 O -7.2629 -5.4404 1.5088  -0.411
55 H -3.3212 -3.2634 -1.9124  0.249
56 H -5.5828 -4.2987 -1.7881  0.236
57 H -5.2243 -4.5332 2.4727  0.236
58 H -2.9796 -3.4793 2.3317  0.248
59 Te 2.4693 2.1073 2.3521  -0.470
60 C 2.5568 3.9909 1.4179  -0.238
61 C 2.7775 4.0768 0.0494  -0.285
62 C 2.8916 5.2998 -0.5790  -0.210
63 C 2.7929 6.4741 0.1507  -0.279
64 C 2.5788 6.4056 1.5181  -0.250
65 C 2.4541 5.1761 2.1385  -0.202
66 H 2.8581 3.1620 -0.5236  0.226
67 H 3.0776 5.3428 -1.6451  0.188
68 H 2.8812 7.4344 -0.3422  0.184
69 H 2.5245 7.3185 2.1026  0.184
70 H 2.2780 5.1306 3.2049  0.199

Forces on atoms 1 to 3 (eV/Å):
Pt 0.354 1.095 -1.632
O 0.108 -0.804 -0.289
C -0.361 0.599 0.309

[2]
The following is a DFT calculation (ωB97M-V/def2-TZVPD) of a structure of composition C24H32CaF6NO22S2.

For the LUMO energy, the calculation gives -1.87 eV. The HOMO-LUMO gap is 0.3720 Eh. Its largest force on an atom is 3.1 eV/A. As for the net charge: +1.

Each line ends with the Löwdin charge.
Geometry (Å):
1 Ca 0.4245 0.2146 -0.9231  1.467
2 C 3.7114 2.9770 -0.9168  -0.644
3 F 4.4461 2.3715 -1.8313  0.159
4 F 3.8449 2.3375 0.2507  0.133
5 F 4.1017 4.2381 -0.7674  0.159
6 S 1.8716 2.9732 -1.3402  0.633
7 O 1.1763 2.7118 -0.1010  -0.318
8 O 1.5222 4.1766 -2.0049  -0.245
9 N 1.6174 1.5870 -2.2211  -0.438
10 S 2.0971 1.6972 -3.7652  0.596
11 O 3.0198 2.7455 -4.0472  -0.258
12 O 2.4016 0.3951 -4.2583  -0.256
13 C 0.5101 2.1948 -4.6419  -0.643
14 F -0.5667 2.0243 -3.8612  0.115
15 F 0.5804 3.4643 -5.0071  0.152
16 F 0.3491 1.4414 -5.7384  0.133
17 C 2.5607 -4.8123 -1.6923  -0.091
18 C 2.3920 -4.5403 -3.1955  -0.090
19 O 1.9431 -3.1921 -3.2445  0.101
20 C 2.1100 -2.6059 -2.0573  -0.545
21 O 1.9735 -1.4462 -1.8498  0.071
22 O 2.4731 -3.5046 -1.1128  0.070
23 H 3.5536 -5.2038 -1.4819  0.132
24 H 1.8042 -5.4707 -1.2703  0.110
25 H 1.6980 -5.1935 -3.7167  0.133
26 H 3.3507 -4.6253 -3.7099  0.134
27 C -3.2802 -1.0720 -4.8118  -0.077
28 C -3.9700 -0.8890 -3.4403  -0.070
29 O -2.8701 -0.9368 -2.5075  0.074
30 C -1.7192 -1.1048 -3.1632  -0.558
31 O -0.6442 -1.1132 -2.6417  0.066
32 O -1.9039 -1.2582 -4.4763  0.097
33 H -3.4225 -0.1940 -5.4360  0.134
34 H -3.6259 -1.9663 -5.3220  0.131
35 H -4.6903 -1.6718 -3.2205  0.129
36 H -4.4186 0.0919 -3.3075  0.118
37 C -3.1826 5.6751 -1.0007  -0.012
38 C -3.5122 4.2406 -0.6631  -0.283
39 C -4.2705 3.4656 -1.7589  -0.073
40 O -3.4795 2.3062 -1.9798  0.077
41 C -2.3587 2.3666 -1.2262  -0.536
42 O -1.5160 1.5246 -1.2483  0.049
43 O -2.2860 3.4851 -0.5281  0.123
44 H -2.6434 6.1427 -0.1816  0.092
45 H -4.0815 6.2524 -1.2189  0.095
46 H -2.5849 5.6826 -1.9151  0.101
47 H -4.0075 4.1779 0.3067  0.152
48 H -4.3793 4.0092 -2.6955  0.138
49 H -5.2670 3.2205 -1.3888  0.136
50 C -0.2063 -6.2101 1.1173  -0.017
51 C -0.7340 -4.8713 1.5331  -0.291
52 C 0.0994 -4.0984 2.5603  -0.073
53 O 0.0843 -2.7599 2.0840  0.087
54 C -0.2957 -2.7507 0.8005  -0.535
55 O -0.2512 -1.7834 0.1075  0.062
56 O -0.7771 -3.9366 0.4211  0.113
57 H -0.8157 -6.5970 0.3001  0.096
58 H -0.2267 -6.9009 1.9579  0.099
59 H 0.8167 -6.1490 0.7396  0.078
60 H -1.7763 -4.9633 1.8496  0.158
61 H 1.1069 -4.5182 2.6245  0.140
62 H -0.3381 -4.1342 3.5559  0.139
63 C 2.9838 1.0787 4.7749  -0.011
64 C 3.6614 0.4522 3.5921  -0.285
65 C 3.5657 -1.0895 3.5076  -0.058
66 O 2.9294 -1.3402 2.2517  0.082
67 C 2.6818 -0.1780 1.6280  -0.535
68 O 2.2321 -0.1119 0.5246  0.041
69 O 2.9673 0.8670 2.4059  0.101
70 H 3.4245 0.6996 5.7012  0.097
71 H 1.9336 0.7884 4.7888  0.074
72 H 3.1210 2.1556 4.7443  0.097
73 H 4.7042 0.7617 3.5233  0.158
74 H 2.9667 -1.5004 4.3196  0.132
75 H 4.5365 -1.5751 3.4598  0.135
76 C -1.4245 2.7832 5.1618  -0.008
77 C -1.1281 1.4146 4.6003  -0.285
78 C -2.3297 0.6162 4.0848  -0.075
79 O -1.8875 0.0731 2.8363  0.083
80 C -0.8453 0.8064 2.4011  -0.532
81 O -0.3988 0.7338 1.2993  0.072
82 O -0.3743 1.5969 3.3649  0.095
83 H -1.7334 2.7622 6.2045  0.094
84 H -2.2150 3.2599 4.5817  0.090
85 H -0.5233 3.3861 5.0555  0.094
86 H -0.5091 0.7723 5.2289  0.147
87 H -3.1973 1.2645 3.9178  0.135
88 H -2.6799 -0.1945 4.7201  0.137

Forces on atoms 1 to 3 (eV/Å):
Ca -0.415 -0.690 0.780
C -0.397 0.033 0.156
F 0.033 0.094 0.259

[3]
The following is a DFT calculation (ωB97M-V/def2-TZVPD) of a structure of composition C24H32Cl2GdN3O3.

Its multiplicity is 8. For the LUMO energy (spin up / spin down), the calculation gives -0.10 / -0.10 eV. The HOMO-LUMO gap (spin up / spin down) is 0.2261 / 0.2379 Eh. Its largest force on an atom is 4.8 eV/A.

Each line ends with the Mulliken spin population.
Geometry (Å):
1 O 0.4425 -0.1096 -4.8002  -0.001
2 C -0.3357 0.2989 -5.6470  0.001
3 C -0.1363 1.5504 -6.4449  -0.001
4 C 0.9858 2.3558 -6.1817  0.000
5 H 1.6888 2.0576 -5.4001  0.000
6 C 1.1944 3.5230 -6.9193  0.000
7 H 2.0675 4.1452 -6.7085  0.000
8 C 0.2853 3.8902 -7.9252  0.000
9 H 0.4485 4.8042 -8.4975  0.000
10 C -0.8301 3.0807 -8.1949  0.000
11 H -1.5338 3.3640 -8.9798  0.000
12 C -1.0352 1.9139 -7.4581  0.000
13 H -1.8909 1.2643 -7.6537  0.000
14 H -1.2638 -0.2632 -5.9057  0.000
15 C -2.4899 1.8610 0.0606  0.013
16 C -2.0832 0.9366 1.1169  -0.407
17 H -3.3645 2.4500 0.3361  -0.008
18 H -2.7213 1.3092 -0.8562  -0.010
19 H -1.6710 2.5466 -0.1866  -0.008
20 C -2.6097 0.5083 2.2345  0.079
21 C -3.8927 1.0154 2.8756  -0.032
22 H -2.1335 -0.2821 2.8377  -0.016
23 H -4.3651 1.8054 2.2741  0.003
24 H -3.6931 1.4171 3.8805  0.001
25 H -4.6129 0.1947 2.9955  0.001
26 Gd 0.2112 0.0862 0.3573  7.572
27 Cl 1.3925 2.3964 0.3518  -0.034
28 Cl -0.5195 -0.3481 -2.0283  -0.047
29 H 3.9775 -0.0220 -2.5496  0.001
30 H 5.5970 0.9411 -0.9010  0.000
31 C 3.1483 0.1167 -1.8458  0.011
32 C 4.7583 1.1189 -0.2205  0.001
33 N 3.7062 0.1469 -0.4879  0.001
34 H 2.4179 -0.6918 -1.9565  -0.005
35 C 3.1895 -0.5433 0.5221  0.000
36 O 2.1378 -1.2441 0.4271  -0.034
37 H 5.0859 0.9857 0.8163  0.000
38 H 3.7235 -0.4300 1.4834  0.000
39 H 2.6539 1.0730 -2.0674  0.000
40 H 4.3853 2.1424 -0.3568  0.000
41 H -1.4681 -5.2818 2.0482  0.000
42 H -0.2646 -6.0132 -0.1840  0.000
43 C -1.9187 -4.4723 1.4641  -0.001
44 C -0.7813 -5.1743 -0.6645  0.000
45 N -1.0620 -4.1378 0.3233  0.002
46 H -2.0778 -3.5964 2.0981  0.000
47 C -0.5725 -2.9205 0.1544  -0.021
48 O -0.7551 -1.9758 0.9594  -0.025
49 H -0.1431 -4.7292 -1.4384  0.000
50 H 0.0196 -2.7574 -0.7717  -0.006
51 H -2.8798 -4.8539 1.1041  0.000
52 H -1.7201 -5.5270 -1.1071  0.000
53 N 0.4693 0.2078 2.7704  -0.038
54 C 0.3089 0.1210 3.9348  0.005
55 C 0.1402 0.0481 5.3509  0.002
56 C -1.1056 0.1759 6.0081  0.001
57 C -1.1695 0.1039 7.4025  -0.001
58 C -0.0159 -0.0962 8.1651  0.000
59 C 1.2131 -0.2016 7.5192  0.000
60 C 1.2972 -0.1253 6.1300  0.001
61 H -2.0263 0.3383 5.4336  -0.002
62 H -2.1263 0.2046 7.9157  0.000
63 H -0.0747 -0.1661 9.2537  0.000
64 H 2.1267 -0.3448 8.0989  0.000
65 H 2.2706 -0.1914 5.6350  0.000

Forces on atoms 1 to 3 (eV/Å):
O -0.857 0.512 -1.433
C 0.707 -0.282 0.536
C 0.384 0.292 0.058